--- P ---
This record from OMol25 describes 8 unconnected molecules or ions with the total composition C40H60N4O16. The level of theory is ωB97M-V/def2-TZVPD.

```
120
Properties=species:S:1:pos:R:3:lowdin_charge:R:1
C 2.8260 -1.0066 -1.4784 -0.09
C 2.5105 -0.2729 -2.5806 -0.05
C 3.1240 -0.6388 -3.8257 0.02
C 3.9843 -1.7448 -3.9543 -0.12
C 4.3649 -2.3701 -2.7229 0.01
C 3.7957 -1.9770 -1.5152 -0.07
N 4.5628 -2.1609 -5.2490 -0.33
O 4.3770 -1.4327 -6.2402 0.05
O 5.1895 -3.2239 -5.2476 0.07
H 2.3080 -0.7584 -0.5638 0.10
H 1.8557 0.5834 -2.5151 0.08
H 2.9887 0.0209 -4.6700 0.10
H 5.1676 -3.0925 -2.7365 0.11
H 4.2123 -2.2667 -0.5618 0.11
C 2.1954 5.1457 -6.7176 -0.07
C 1.4203 6.1709 -6.1986 -0.07
C 0.1925 5.9107 -5.6092 -0.01
C -0.2702 4.5794 -5.5558 -0.13
C 0.5616 3.5319 -6.0533 -0.01
C 1.8140 3.7956 -6.6248 -0.06
N -1.5086 4.2213 -4.8386 -0.35
O -1.9642 5.1140 -4.1263 0.07
O -1.9851 3.1185 -5.0314 0.07
H 3.1543 5.3625 -7.1648 0.11
H 1.7258 7.2059 -6.2403 0.11
H -0.4210 6.6952 -5.1912 0.12
H 0.3777 2.4858 -5.8575 0.11
H 2.4306 3.0563 -7.1142 0.11
C 3.0859 1.9658 7.5447 -0.06
C 2.0216 1.6663 6.6796 -0.05
C 2.3409 1.3827 5.3511 -0.01
C 3.6592 1.1444 4.9923 -0.13
C 4.7118 1.3462 5.8984 -0.01
C 4.4330 1.8355 7.1493 -0.07
N 4.0136 0.7565 3.5928 -0.34
O 5.1576 0.3697 3.3604 0.07
O 3.1463 0.9388 2.7676 0.06
H 2.9527 2.3486 8.5458 0.10
H 0.9806 1.7493 6.9548 0.11
H 1.5298 1.3003 4.6428 0.11
H 5.7371 1.2205 5.5832 0.12
H 5.1977 2.2359 7.7984 0.11
C -3.3363 -3.9253 1.6236 -0.07
C -2.1299 -3.8162 2.3001 -0.06
C -2.1269 -3.6005 3.6838 0.01
C -3.3594 -3.3393 4.3850 -0.12
C -4.5547 -3.3964 3.6394 -0.01
C -4.5538 -3.7151 2.2401 -0.05
N -3.3639 -2.9771 5.8191 -0.33
O -2.3762 -3.1187 6.5081 0.07
O -4.4348 -2.6813 6.3848 0.05
H -3.3170 -4.0122 0.5472 0.10
H -1.1875 -3.9870 1.8009 0.09
H -1.2006 -3.4955 4.2290 0.10
H -5.4343 -3.2163 4.2397 0.11
H -5.4684 -3.8299 1.6773 0.11
C -1.1168 0.6721 -2.7781 -0.09
O -0.5705 0.6122 -1.4864 -0.19
C -1.2970 -0.1168 -0.5839 -0.21
C -0.6690 -0.2356 0.8323 -0.14
O 0.3975 -1.2523 0.8550 -0.23
C 0.9204 -1.4072 2.2090 -0.07
H -2.0486 1.2340 -2.7146 0.09
H -1.1977 -0.3171 -3.2287 0.09
H -0.5804 1.3822 -3.4075 0.06
H -1.3870 -1.1328 -0.9681 0.11
H -2.2545 0.3249 -0.3080 0.12
H -1.4449 -0.4833 1.5566 0.11
H -0.2628 0.7165 1.1739 0.11
H 1.9293 -1.8168 2.1604 0.09
H 0.2059 -2.0688 2.6988 0.06
H 0.9001 -0.4619 2.7513 0.06
C -1.4752 -4.0227 -2.3205 -0.09
O -0.9795 -4.7802 -1.2137 -0.18
C 0.2213 -4.3295 -0.8326 -0.25
C 1.0525 -5.3890 0.0188 -0.18
O 1.7728 -6.2799 -0.7628 -0.18
C 1.0032 -7.2822 -1.3611 -0.10
H -1.2484 -4.4301 -3.3057 0.09
H -1.2863 -2.9497 -2.3554 0.07
H -2.5638 -4.0759 -2.3081 0.08
H 0.0217 -3.3941 -0.3098 0.10
H 0.8373 -3.9880 -1.6645 0.13
H 0.5011 -6.0173 0.7183 0.12
H 1.6433 -4.7567 0.6814 0.12
H 1.5936 -7.8393 -2.0885 0.10
H 0.0856 -6.8739 -1.7848 0.08
H 0.6404 -7.8974 -0.5377 0.09
C 4.2684 3.2048 -1.9064 -0.14
O 3.5276 4.3228 -2.1818 -0.15
C 2.2666 4.0045 -2.7963 -0.19
C 1.2450 3.5330 -1.8431 -0.19
O 1.1371 4.4829 -0.7327 -0.16
C 0.1751 4.0229 0.2573 -0.10
H 5.1718 3.5052 -1.3756 0.10
H 4.5139 2.8649 -2.9125 0.09
H 3.8542 2.3559 -1.3623 0.08
H 2.3251 3.2452 -3.5761 0.11
H 1.9694 4.9106 -3.3241 0.13
H 1.4923 2.5821 -1.3711 0.11
H 0.2960 3.3827 -2.3578 0.11
H -0.8404 3.9552 -0.1328 0.07
H -0.0490 4.8263 0.9590 0.08
H 0.4457 3.1731 0.8840 0.08
C -3.8435 2.7788 1.3371 -0.06
O -3.9490 1.3956 1.7500 -0.20
C -4.9642 1.1220 2.6736 -0.23
C -5.0362 -0.3825 3.0775 -0.18
O -6.1820 -0.5622 3.9749 -0.20
C -7.4201 -0.4533 3.2814 -0.11
H -2.9110 2.9585 0.8021 0.07
H -4.1656 3.5161 2.0726 0.09
H -4.5288 2.8105 0.4901 0.08
H -5.9597 1.3886 2.3187 0.11
H -4.8024 1.5181 3.6761 0.13
H -4.0754 -0.5735 3.5557 0.12
H -5.1961 -1.0063 2.1981 0.11
H -7.3294 -0.4046 2.1963 0.09
H -8.0375 0.3660 3.6498 0.09
H -7.8557 -1.3902 3.6286 0.09
```

Output
* highest occupied orbital energy: -0.342 Ha
* orbital gap: 8.5 eV
* spin multiplicity: 1
* structure (SMILES): O=[N+]([O-])c1ccccc1.O=[N+]([O-])c1ccccc1.O=[N+]([O-])c1ccccc1.O=[N+]([O-])c1ccccc1.COCCOC.COCCOC.COCCOC.COCCOC
* LUMO: -0.82 eV
* total charge: 0

=====

--- Q ---
This record from OMol25 describes 8 unconnected molecules or ions with the total composition C40H60N4O16. The level of theory is ωB97M-V/def2-TZVPD.

```
120
Properties=species:S:1:pos:R:3:lowdin_charge:R:1
C -2.3351 -4.7850 -3.5117 -0.09
C -2.2172 -4.9764 -4.8987 -0.04
C -1.5491 -6.1927 -5.2528 0.01
C -1.1753 -7.2404 -4.3557 -0.13
C -1.3915 -6.9729 -2.9999 0.00
C -2.0116 -5.7778 -2.5809 -0.06
N -0.5022 -8.4867 -4.7500 -0.30
O -0.2751 -8.6361 -5.9682 0.05
O -0.1800 -9.3976 -3.9281 0.05
H -2.9393 -3.9566 -3.1725 0.09
H -2.5204 -4.1603 -5.5377 0.10
H -1.3557 -6.3818 -6.2984 0.10
H -1.0618 -7.6687 -2.2425 0.11
H -2.1462 -5.6310 -1.5195 0.10
C 1.5675 -3.6226 5.0325 -0.05
C 2.2522 -4.8287 4.7124 -0.07
C 2.2801 -5.2640 3.4242 -0.02
C 1.7894 -4.4116 2.3868 -0.10
C 1.2763 -3.1689 2.7101 -0.01
C 1.1080 -2.7738 4.0349 -0.06
N 2.0436 -4.8294 0.9437 -0.35
O 2.2113 -5.9935 0.7141 0.09
O 1.9641 -3.9542 0.0959 0.04
H 1.4536 -3.3585 6.0735 0.10
H 2.6552 -5.4827 5.4714 0.11
H 2.8105 -6.1675 3.1617 0.11
H 0.8379 -2.5965 1.9060 0.10
H 0.5338 -1.9047 4.3201 0.11
C -5.3796 1.6470 -3.7712 -0.05
C -5.8628 2.0134 -2.4992 -0.06
C -4.8944 2.3286 -1.5778 -0.02
C -3.5341 2.4439 -1.8545 -0.17
C -3.0437 2.1160 -3.1250 -0.01
C -3.9691 1.6094 -4.0470 -0.05
N -2.6383 3.0706 -0.8976 -0.33
O -1.4839 3.3922 -1.2576 0.05
O -3.1034 3.4531 0.1292 0.10
H -6.0636 1.1419 -4.4371 0.10
H -6.9426 2.0151 -2.4841 0.11
H -5.1895 2.5494 -0.5626 0.12
H -1.9798 2.1832 -3.2984 0.12
H -3.5982 1.1781 -4.9650 0.10
C 4.6573 3.5343 -0.3360 -0.05
C 5.5197 4.5771 0.0638 -0.06
C 6.8628 4.5472 -0.2693 -0.01
C 7.3293 3.5297 -1.1119 -0.13
C 6.5195 2.4417 -1.3656 -0.01
C 5.2215 2.3877 -0.8728 -0.06
N 8.7038 3.5747 -1.7024 -0.30
O 9.3688 4.6288 -1.7418 0.06
O 9.2145 2.4809 -2.0278 0.05
H 3.6571 3.5390 0.0715 0.09
H 5.1950 5.4434 0.6210 0.11
H 7.5316 5.3393 0.0334 0.12
H 6.9494 1.6186 -1.9170 0.12
H 4.6727 1.4589 -0.9232 0.09
C 5.1050 -0.5330 2.6886 -0.09
O 5.1313 -1.9059 2.2819 -0.18
C 4.8233 -2.2852 0.9224 -0.18
C 5.6148 -1.8256 -0.3599 -0.20
O 4.9929 -1.1261 -1.3978 -0.19
C 4.2686 -1.9062 -2.3011 -0.11
H 5.3967 0.2080 1.9443 0.08
H 5.6176 -0.4269 3.6447 0.09
H 4.0678 -0.3201 2.9476 0.06
H 3.8235 -2.0316 0.5700 0.09
H 4.8730 -3.3713 1.0004 0.12
H 6.2757 -2.6403 -0.6559 0.13
H 6.1904 -1.0064 0.0712 0.11
H 4.8126 -2.2607 -3.1766 0.09
H 3.3761 -1.4009 -2.6702 0.09
H 3.8006 -2.7581 -1.8078 0.08
C -0.2916 4.3682 1.7801 -0.14
O 0.6840 5.0295 2.4894 -0.20
C 0.3537 6.2422 3.1279 -0.17
C -0.3373 7.4280 2.3304 -0.18
O -0.6480 8.4740 3.2522 -0.19
C -1.2174 9.6269 2.6728 -0.12
H -0.5325 4.8358 0.8254 0.07
H -1.1645 4.1446 2.3933 0.09
H 0.1325 3.3924 1.5432 0.08
H 1.3696 6.5760 3.3389 0.12
H -0.1636 5.9146 4.0297 0.13
H -1.1863 6.9602 1.8319 0.11
H 0.2864 7.8810 1.5597 0.12
H -0.4444 10.0391 2.0242 0.08
H -1.4073 10.3630 3.4539 0.09
H -2.1629 9.5074 2.1438 0.09
C -2.9039 -0.6661 -1.1083 -0.08
O -1.6522 -0.0568 -0.7275 -0.17
C -0.9290 -0.7477 0.2798 -0.20
C 0.4213 -0.0811 0.2264 -0.18
O 1.0585 0.2062 1.4883 -0.21
C 2.2869 0.9387 1.3093 -0.09
H -2.7355 -1.6987 -1.4138 0.08
H -3.3935 -0.1862 -1.9557 0.07
H -3.6324 -0.7061 -0.2984 0.06
H -0.7845 -1.8185 0.1361 0.11
H -1.3040 -0.7998 1.3019 0.13
H 0.2767 0.9173 -0.1863 0.12
H 1.1311 -0.7104 -0.3105 0.12
H 2.2634 1.6136 0.4537 0.07
H 2.9805 0.1752 0.9571 0.06
H 2.4802 1.4551 2.2496 0.10
C -6.2372 -2.2449 -1.1186 -0.06
O -6.5537 -2.0129 0.2937 -0.17
C -7.4523 -0.9176 0.4605 -0.24
C -7.5483 -0.5960 1.8929 -0.19
O -6.6530 0.5078 2.1786 -0.20
C -5.2205 0.1858 2.2697 -0.07
H -5.2546 -1.8541 -1.3829 0.05
H -7.0461 -1.9543 -1.7889 0.09
H -6.0222 -3.3017 -1.2766 0.08
H -8.5141 -1.1192 0.3185 0.12
H -7.2060 -0.0255 -0.1154 0.13
H -7.1436 -1.4074 2.4978 0.13
H -8.5600 -0.3784 2.2354 0.13
H -4.8266 0.0145 1.2678 0.05
H -4.8996 -0.6325 2.9142 0.09
H -4.7086 1.0866 2.6082 0.08
```

Output
* highest occupied orbital energy: -0.345 Ha
* orbital gap: 8.4 eV
* spin multiplicity: 1
* structure (SMILES): O=[N+]([O-])c1ccccc1.O=[N+]([O-])c1ccccc1.O=[N+]([O-])c1ccccc1.O=[N+]([O-])c1ccccc1.COCCOC.COCCOC.COCCOC.COCCOC
* LUMO: -0.97 eV
* total charge: 0

=====

Energy relative to the most stable one, in kcal/mol: P 0.0; Q 33.5

=====

--- P ---
This record from OMol25 describes a molecular structure, C12H16Si. The level of theory is ωB97M-V/def2-TZVPD.

```
29
Properties=species:S:1:pos:R:3:lowdin_charge:R:1
C 2.6131 -1.8759 -0.6654 -0.10
C 3.5691 -1.0303 -0.1220 -0.10
C 1.2612 -1.5444 -0.6262 -0.05
C 3.2648 0.2521 0.2163 -0.05
C 0.8508 -0.3073 -0.1217 -0.26
C 1.9065 0.6361 0.2711 -0.14
C -0.4446 0.2554 -0.0917 -0.06
C -0.1028 2.0293 0.6602 -0.13
C 1.3824 1.9949 0.6442 -0.19
C -0.9444 3.1770 0.2564 -0.15
C -2.5811 -1.4638 -1.6120 -0.19
C -2.4155 -1.7148 1.4403 -0.19
Si -2.2170 -0.4294 0.0169 0.66
H 2.7982 -2.6937 -1.3065 0.09
H 4.6489 -1.2814 -0.1461 0.12
H 0.6174 -2.4445 -0.8812 0.13
H 3.9990 0.7243 0.7268 0.08
H 1.9873 2.3389 1.5069 0.13
H 1.8295 2.8123 -0.0485 0.16
H -0.5927 3.4701 -0.8641 0.13
H -0.8664 3.9988 1.0523 0.09
H -2.0556 2.8729 0.2289 0.06
H -2.1418 -1.0000 -2.3939 -0.02
H -2.3179 -2.4266 -1.5639 -0.02
H -3.5879 -1.4393 -1.6713 -0.02
H -2.4421 -1.1251 2.3396 0.00
H -3.3192 -2.2342 1.5421 0.00
H -1.4815 -2.2760 1.4470 0.03
H -3.2178 0.7247 -0.2344 0.00
```

Output
* highest occupied orbital energy (alpha / beta): -0.285 / -0.267 Ha
* orbital gap (alpha / beta): 7.2 / 7.5 eV
* spin multiplicity: 1
* LUMO (alpha / beta): -0.53 / 0.19 eV
* total charge: 0

=====

--- Q ---
This record from OMol25 describes 2 unconnected molecules or ions with the total composition C12H16Si. The level of theory is ωB97M-V/def2-TZVPD.

```
29
Properties=species:S:1:pos:R:3:lowdin_charge:R:1
C -1.0195 3.7506 -0.5915 0.06
C -0.8586 0.9282 3.5396 0.02
C -1.3207 2.6642 -0.2230 -0.25
C -1.2443 1.2621 2.4678 -0.25
C 2.3682 -1.9142 -1.0370 -0.14
C 0.9779 -1.9734 -1.8237 -0.12
C 1.5015 0.3495 -1.1381 -0.14
C 1.1866 -0.9039 0.8649 -0.18
C 2.2251 -0.5764 -0.1765 -0.32
C 0.2865 -0.5883 -1.3488 -0.37
C -0.1631 -0.9085 0.0618 -0.12
C -3.6688 0.8321 0.8266 -0.22
Si -1.7708 1.2157 0.6894 0.65
H -0.6313 4.5798 -1.1013 0.02
H -0.4802 0.6448 4.4922 0.02
H 2.6231 -2.7726 -0.4751 0.09
H 3.1459 -1.8231 -1.7407 0.07
H 1.1535 -2.0819 -2.9693 0.13
H 0.3396 -2.7893 -1.3821 0.10
H 1.0386 1.3543 -0.7461 0.12
H 2.1570 0.5035 -2.0943 0.15
H 1.2667 -1.7291 1.4586 0.07
H 1.2108 0.0062 1.5719 0.12
H 3.2781 -0.2202 0.0930 0.16
H -0.5442 -0.2730 -2.0874 0.15
H -0.8729 -1.7233 0.4578 0.11
H -3.6923 -0.2052 0.5934 -0.02
H -4.3005 0.9672 1.7913 0.07
H -4.1921 1.4241 0.0264 0.03
```

Output
* highest occupied orbital energy: -0.278 Ha
* orbital gap: 7.9 eV
* spin multiplicity: 1
* LUMO: 0.29 eV
* total charge: 0

=====

Energy relative to the most stable one, in kcal/mol: P 0.0; Q 28.4

=====

--- P ---
This record from OMol25 describes 2 unconnected molecules or ions with the total composition C3H12N3O. The level of theory is ωB97M-V/def2-TZVPD.

```
19
Properties=species:S:1:pos:R:3:lowdin_charge:R:1
C 0.5857 0.9263 -1.5717 -0.01
C 0.7011 -1.3494 -0.8063 -0.40
N -0.1760 -1.0910 0.1981 0.19
N 1.2504 -0.4087 -1.5884 0.06
N 1.0092 -2.6707 -0.8404 0.19
H -0.6677 -0.1956 0.2494 0.07
H -0.8661 -1.7934 0.3919 0.13
H 1.9766 -0.7574 -2.1939 0.16
H 1.6328 -3.1214 -1.4791 0.13
H 0.4025 -3.2614 -0.2926 0.13
H 0.3217 1.2014 -0.5456 0.07
H -0.2032 0.9756 -2.3560 0.11
H 1.3378 1.6222 -2.0976 0.13
C -0.8933 1.5681 2.4216 -0.12
O -1.8420 1.3782 1.3543 -0.17
H -2.5054 2.0732 1.3362 0.08
H -1.3949 2.2988 3.0731 0.10
H -0.6801 0.5654 2.7289 0.07
H 0.0112 2.0398 2.0179 0.07
```

Output
* highest occupied orbital energy: -0.507 Ha
* orbital gap: 10.8 eV
* spin multiplicity: 1
* LUMO: -2.96 eV
* total charge: +1

=====

--- Q ---
This record from OMol25 describes 2 unconnected molecules or ions with the total composition C3H12N3O. The level of theory is ωB97M-V/def2-TZVPD.

```
19
Properties=species:S:1:pos:R:3:lowdin_charge:R:1
C -2.2349 0.2749 -0.5983 -0.07
C -1.4350 1.5589 -0.6321 -0.19
N -0.1428 1.3749 0.1232 0.17
H -3.1788 0.4245 -1.1147 0.09
H -1.7073 -0.5449 -1.0833 0.08
H -2.4677 -0.0174 0.4252 0.09
H -1.1619 1.8537 -1.6428 0.13
H -1.9638 2.3809 -0.1557 0.13
H -0.3241 1.0865 1.0865 0.17
H 0.4092 2.2315 0.1480 0.17
H 0.4500 0.6217 -0.2994 0.10
N 2.1787 -1.4464 1.5566 0.17
C 1.2170 -1.5192 0.5860 -0.66
N 1.5445 -0.8660 -0.6241 0.11
O 0.0915 -1.9168 0.7703 0.07
H 1.9617 -1.9817 2.3852 0.12
H 3.1482 -1.4583 1.2813 0.11
H 2.5323 -0.7383 -0.8074 0.11
H 1.0832 -1.3185 -1.4045 0.12
```

Output
* highest occupied orbital energy: -0.523 Ha
* orbital gap: 11.1 eV
* spin multiplicity: 1
* LUMO: -3.16 eV
* total charge: +1

=====

Energy relative to the most stable one, in kcal/mol: P 33.8; Q 0.0

=====

--- P ---
This record from OMol25 describes 3 unconnected molecules or ions with the total composition H6O3. The level of theory is ωB97M-V/def2-TZVPD.

```
9
Properties=species:S:1:pos:R:3:lowdin_charge:R:1
O 21.9943 7.0339 -25.5955 -0.18
H 22.3808 6.3751 -26.1724 -0.03
H 21.3326 6.5564 -25.0951 0.00
O 23.6709 5.2039 -27.8635 -0.37
H 24.5990 5.4354 -27.8997 -0.08
H 23.6643 4.2730 -27.6407 -0.08
O 22.9610 7.2779 -29.5904 -0.19
H 23.1207 6.6925 -28.8501 -0.06
H 23.7531 7.8121 -29.6491 -0.01
```

Output
* highest occupied orbital energy (alpha / beta): 0.029 / -0.257 Ha
* orbital gap (alpha / beta): 3.5 / 11.2 eV
* spin multiplicity: 2
* LUMO (alpha / beta): 4.31 / 4.25 eV
* <S²>: 0.750
* total charge: -1

=====

--- Q ---
This record from OMol25 describes 3 unconnected molecules or ions with the total composition H6O3. The level of theory is ωB97M-V/def2-TZVPD.

```
9
Properties=species:S:1:pos:R:3:lowdin_charge:R:1
O 0.5712 -0.6820 -2.2151 -0.36
H 0.8699 0.1195 -2.6447 -0.09
H 1.3258 -0.9765 -1.7051 -0.08
O 0.2365 0.5240 2.5154 -0.17
H -0.0394 0.3355 1.6184 -0.07
H -0.5691 0.4734 3.0299 0.00
O -0.6227 0.1555 0.1383 -0.22
H -1.5589 0.0372 -0.0221 0.02
H -0.2132 0.0135 -0.7151 -0.04
```

Output
* highest occupied orbital energy (alpha / beta): 0.034 / -0.262 Ha
* orbital gap (alpha / beta): 3.2 / 11.2 eV
* spin multiplicity: 2
* LUMO (alpha / beta): 4.11 / 4.06 eV
* <S²>: 0.750
* total charge: -1

=====

Energy relative to the most stable one, in kcal/mol: P 0.0; Q 1.8